Record 1
{
  "formula": "C34H32AsF5N5NaO4SSe2",
  "method": "the ωB97M-V functional and the def2-TZVPD basis",
  "elements": ["Na", "C", "O", "C", "C", "C", "C", "C", "C", "O", "C", "O", "C", "H", "H", "H", "H", "H", "H", "H", "H", "H", "Se", "Se", "C", "C", "C", "C", "C", "N", "C", "C", "C", "C", "C", "N", "H", "H", "H", "H", "H", "H", "H", "H", "O", "N", "C", "C", "N", "C", "N", "F", "C", "C", "F", "C", "F", "C", "S", "C", "F", "C", "F", "C", "C", "As", "C", "C", "C", "C", "H", "H", "H", "H", "H", "H", "H", "H", "H", "H", "H", "H", "H", "H", "H"],
  "xyz": [[-0.276975, 0.346074, -0.498878], [1.403763, 5.568582, -4.747689], [2.691732, 5.155523, -4.352711], [2.760618, 4.077122, -3.503585], [4.061864, 3.735432, -3.084990], [4.198893, 2.695880, -2.196827], [3.111982, 1.966806, -1.692533], [3.314861, 0.965222, -0.653532], [4.686625, 0.313730, -0.524011], [2.444817, 0.613364, 0.136730], [1.784437, 2.245347, -2.192642], [0.782875, 1.534504, -1.936226], [1.665056, 3.372093, -3.082777], [1.543117, 6.444574, -5.379012], [0.785073, 5.833399, -3.885875], [0.890342, 4.789234, -5.320073], [4.906575, 4.309521, -3.440118], [5.197535, 2.454747, -1.851464], [5.459506, 1.042911, -0.275556], [4.968032, -0.161477, -1.465481], [4.636136, -0.430982, 0.267918], [0.659648, 3.620123, -3.389772], [1.004412, -0.468811, -4.759169], [0.572409, -2.711031, -4.539687], [1.118332, -3.067496, -2.716155], [1.124541, -4.408040, -2.340360], [1.488395, -4.714102, -1.044148], [1.846941, -3.684183, -0.187785], [1.811092, -2.386885, -0.667088], [1.451177, -2.077953, -1.918456], [-0.649500, 0.262829, -4.085930], [-1.023541, 1.522433, -4.541763], [-2.126006, 2.115473, -3.955796], [-2.828797, 1.421055, -2.980473], [-2.403746, 0.145479, -2.647850], [-1.320014, -0.418641, -3.184633], [0.828863, -5.179977, -3.039972], [1.468709, -5.740118, -0.698802], [2.105548, -3.870421, 0.845444], [2.063502, -1.547253, -0.027859], [-0.441973, 2.029963, -5.300555], [-2.427292, 3.115616, -4.243358], [-3.678297, 1.857582, -2.474143], [-2.919668, -0.446126, -1.899105], [-1.719464, 1.440268, 0.829397], [-1.799109, 2.578187, 0.298170], [-2.155891, 3.583390, 1.100534], [-2.298561, 4.876768, 0.527885], [-2.426633, 5.935458, 0.087408], [-2.408775, 3.387684, 2.492108], [-2.602687, 3.230893, 3.617834], [-6.707296, -3.919572, 2.722273], [-5.520910, -3.691549, 2.119270], [-4.518161, -4.641649, 2.153056], [-4.736021, -5.806019, 2.799190], [-3.308221, -4.400797, 1.533326], [-2.386292, -5.377372, 1.617300], [-3.011365, -3.214652, 0.841637], [-1.483713, -2.936595, 0.092499], [-4.061311, -2.281123, 0.841994], [-3.909377, -1.103070, 0.218373], [-5.279240, -2.503300, 1.454939], [-6.246736, -1.568872, 1.411974], [0.769157, -3.251618, 3.248702], [1.380711, -1.851738, 3.284653], [0.210566, -0.552662, 2.358547], [-1.431461, -0.798339, 3.410250], [-1.301660, -0.642391, 4.918526], [0.829299, 1.175774, 3.114354], [1.861539, 1.135690, 4.233842], [1.502989, -4.017545, 3.520566], [0.360073, -3.493766, 2.264725], [-0.059587, -3.329834, 3.956253], [2.335967, -1.828552, 2.752351], [1.580943, -1.542734, 4.312576], [-1.815890, -1.783974, 3.134993], [-2.124868, -0.062025, 2.998569], [-0.586855, -1.354961, 5.339623], [-2.261361, -0.804571, 5.418047], [-0.967431, 0.363216, 5.181877], [-0.073921, 1.700136, 3.433443], [1.228915, 1.722142, 2.258952], [1.479042, 0.630075, 5.123401], [2.154232, 2.147280, 4.531206], [2.767736, 0.611182, 3.922122]],
  "forces_ev_per_a": [[0.2, -0.4, -0.1], [0.0, 0.0, 0.0], [0.0, 0.0, 0.0], [0.0, 0.0, 0.0], [0.0, 0.0, 0.0], [0.0, 0.0, 0.0], [0.0, 0.0, 0.0], [0.0, 0.0, 0.0], [0.0, 0.0, 0.0], [-0.1, 0.0, 0.0], [0.1, -0.1, 0.0], [-0.1, 0.3, 0.0], [0.0, 0.0, 0.0], [0.0, 0.0, 0.0], [0.0, 0.0, 0.0], [0.0, 0.0, 0.0], [0.0, 0.0, 0.0], [0.0, 0.0, 0.0], [0.0, 0.0, 0.0], [0.0, 0.0, 0.0], [0.0, 0.0, 0.0], [0.0, 0.0, 0.0], [0.0, -0.1, 0.0], [0.0, 0.1, 0.0], [0.0, 0.0, 0.0], [0.0, 0.0, 0.0], [0.0, 0.0, 0.0], [0.0, 0.0, 0.0], [0.0, 0.0, 0.0], [0.0, 0.0, 0.0], [0.0, 0.1, -0.1], [0.0, 0.0, 0.0], [0.0, 0.0, 0.0], [0.0, 0.0, 0.0], [0.0, 0.0, 0.0], [0.1, -0.1, 0.0], [0.0, 0.0, 0.0], [0.0, 0.0, 0.0], [0.0, 0.0, 0.0], [0.0, 0.0, 0.0], [0.0, 0.0, 0.0], [0.0, 0.0, 0.0], [0.0, 0.0, 0.0], [0.0, 0.0, 0.0], [0.0, 0.1, 0.1], [-0.1, 0.1, 0.1], [0.0, -0.1, 0.0], [0.0, 0.0, 0.0], [0.0, 0.0, 0.0], [0.0, 0.0, 0.0], [0.0, 0.0, 0.0], [0.0, 0.0, 0.0], [0.0, 0.0, 0.0], [0.0, 0.0, 0.0], [0.0, 0.0, 0.0], [0.0, 0.0, 0.0], [0.0, 0.0, 0.0], [0.1, 0.0, 0.0], [-0.1, 0.0, -0.1], [0.0, 0.0, 0.0], [0.0, 0.0, 0.0], [0.0, 0.0, 0.0], [0.0, 0.0, 0.0], [0.0, 0.0, 0.0], [0.0, 0.0, 0.0], [0.0, 0.1, -0.1], [0.0, 0.0, 0.0], [0.0, 0.0, 0.0], [0.0, 0.0, 0.0], [0.0, 0.0, 0.0], [0.0, 0.0, 0.0], [0.0, 0.0, 0.0], [0.0, 0.0, 0.0], [0.0, 0.0, 0.0], [0.0, 0.0, 0.0], [0.0, 0.0, 0.0], [0.0, 0.0, 0.0], [0.0, 0.0, 0.0], [0.0, 0.0, 0.0], [0.0, 0.0, 0.0], [0.0, 0.0, 0.0], [0.0, 0.0, 0.0], [0.0, 0.0, 0.0], [0.0, 0.0, 0.0], [0.0, 0.0, 0.0]],
  "mulliken_charge": [0.827, -0.703, -0.487, 1.560, -1.188, -0.367, 0.463, 0.627, -1.677, -0.248, -1.571, 0.194, -0.264, 0.237, 0.322, 0.244, 0.388, 0.205, 0.490, 0.339, 0.313, 0.332, -0.123, -0.142, 0.406, -0.612, -0.414, -0.805, -0.077, 0.020, 0.237, -0.560, -0.196, -0.448, -0.590, -0.022, 0.315, 0.358, 0.460, 0.374, 0.368, 0.359, 0.413, 0.541, -0.079, -0.340, 0.756, -0.136, -0.640, 0.089, -0.616, -0.343, 0.774, 0.102, -0.339, 0.052, -0.373, -0.228, 0.271, 0.011, -0.214, -0.235, -0.331, -1.314, -0.760, 0.560, -0.321, -1.300, -0.232, -1.415, 0.400, 0.162, 0.284, 0.406, 0.469, 0.187, 0.414, 0.243, 0.438, 0.241, 0.144, 0.302, 0.282, 0.435, 0.292],
  "gap_ev": 5.750,
  "max_force_ev_per_a": 0.5,
  "charge": -2,
  "e_tot_ha": -9988.05912,
  "homo_ev": -2.081
}



Record 2
{
  "formula": "C37H43FN6O5W",
  "method": "the ωB97M-V functional and the def2-TZVPD basis",
  "elements": ["W", "C", "N", "C", "C", "C", "N", "C", "C", "C", "C", "C", "C", "C", "O", "C", "C", "C", "N", "C", "C", "C", "C", "C", "C", "C", "O", "H", "H", "H", "H", "H", "H", "H", "H", "H", "H", "H", "H", "H", "H", "H", "H", "H", "H", "H", "H", "H", "H", "H", "H", "H", "C", "C", "N", "C", "C", "C", "O", "O", "C", "O", "C", "C", "C", "F", "C", "C", "C", "N", "C", "C", "N", "C", "C", "H", "H", "H", "H", "H", "H", "H", "H", "H", "H", "H", "H", "H", "H", "H", "H", "H", "H"],
  "xyz": [[1.526065, -1.829182, 1.637053], [2.172058, -4.956512, 1.767662], [2.704859, -3.730437, 1.101101], [4.159433, -3.609907, 1.481773], [4.487496, -3.629048, 2.974741], [3.668160, -2.662190, 3.851917], [3.186524, -1.560349, 3.015815], [3.739412, -0.395510, 3.107822], [3.565983, 0.638552, 2.122341], [3.976139, 1.954549, 2.375276], [3.920758, 2.905535, 1.378510], [3.477172, 2.547126, 0.108955], [3.089398, 1.244222, -0.174148], [3.124616, 0.292867, 0.827259], [2.803075, -1.019577, 0.568128], [2.668985, -3.971333, -0.397639], [1.543705, -3.273865, -1.163225], [0.152543, -3.566826, -0.626718], [0.022214, -3.045417, 0.750033], [-1.166122, -2.967051, 1.284251], [-1.417048, -2.645452, 2.649448], [-2.738369, -2.514980, 3.116583], [-2.986233, -2.295946, 4.451134], [-1.921303, -2.241065, 5.354685], [-0.614068, -2.424836, 4.934267], [-0.350670, -2.605119, 3.586642], [0.910616, -2.790387, 3.135667], [2.819720, -5.804494, 1.543647], [1.169951, -5.182065, 1.413549], [2.130655, -4.826181, 2.844399], [4.530724, -2.692289, 1.029872], [4.693657, -4.446897, 1.028743], [5.541523, -3.353227, 3.030727], [4.408581, -4.633651, 3.388595], [4.291056, -2.288841, 4.663023], [2.811883, -3.163216, 4.294092], [4.426751, -0.198118, 3.928529], [4.324283, 2.217289, 3.366734], [4.247046, 3.917255, 1.576001], [3.455081, 3.285794, -0.681674], [2.786397, 0.955513, -1.173030], [2.598520, -5.046982, -0.559061], [3.609411, -3.636328, -0.831339], [1.605090, -3.615323, -2.197064], [1.703741, -2.198845, -1.181696], [-0.029208, -4.643987, -0.608589], [-0.606783, -3.117386, -1.267689], [-2.032933, -3.209589, 0.670715], [-3.554912, -2.599378, 2.409312], [-4.002236, -2.188823, 4.805026], [-2.120369, -2.068016, 6.404319], [0.203605, -2.431462, 5.643508], [-3.329991, 4.507883, 0.569119], [-1.860070, 4.489367, 0.166808], [-1.316707, 3.114354, 0.090806], [-0.755883, 2.610256, 1.181017], [-0.193002, 1.352418, 1.246451], [0.467016, 0.949006, 2.497605], [0.710294, 1.670400, 3.410270], [0.771450, -0.383352, 2.529508], [-0.177658, 0.522193, 0.101628], [0.348004, -0.654460, 0.083220], [-0.783822, 1.068911, -1.075959], [-0.812305, 0.345718, -2.280674], [-1.415930, 0.841739, -3.393198], [-1.336691, 0.107661, -4.509239], [-2.070189, 2.108330, -3.416720], [-2.015324, 2.827430, -2.218980], [-1.377659, 2.352891, -1.071080], [-2.699083, 2.604245, -4.532122], [-2.998246, 1.780317, -5.717593], [-3.932206, 2.525130, -6.675502], [-4.936558, 3.324408, -5.908234], [-4.279057, 4.409159, -5.091653], [-2.823151, 4.031398, -4.803203], [-3.676032, 5.539952, 0.598930], [-3.465872, 4.078588, 1.561601], [-3.949695, 3.953303, -0.136497], [-1.267853, 5.033235, 0.899228], [-1.702917, 4.977817, -0.791369], [-0.729410, 3.234546, 2.066566], [-0.307361, -0.608992, -2.340936], [-2.494703, 3.793255, -2.177463], [-3.463395, 0.848465, -5.398187], [-2.100362, 1.523430, -6.282280], [-4.450590, 1.808986, -7.309702], [-3.392231, 3.210240, -7.325453], [-5.459228, 2.698753, -5.293957], [-5.620575, 3.733179, -6.548346], [-4.851185, 4.539088, -4.175823], [-4.310326, 5.342623, -5.650714], [-2.461759, 4.630338, -3.973726], [-2.196372, 4.279186, -5.664133]],
  "forces_ev_per_a": [[-1.8, 0.0, -1.0], [-0.2, -0.2, 0.2], [0.1, 0.1, 0.2], [0.3, 0.0, 0.2], [-0.1, 0.1, 0.0], [0.1, -0.4, -0.1], [0.0, 0.1, 0.2], [0.0, -0.2, -0.3], [-0.1, 0.0, -0.2], [-0.1, -0.1, 0.1], [0.0, 0.1, 0.0], [0.0, 0.0, 0.1], [0.0, -0.4, -0.3], [0.9, 0.9, 0.3], [0.3, 0.4, -0.3], [-0.2, 0.2, -0.4], [-0.1, -0.2, 0.3], [0.3, -0.1, -0.2], [-0.1, 0.4, -0.2], [0.3, -0.3, 0.3], [0.1, 0.1, 0.3], [0.1, 0.0, -0.2], [0.0, 0.0, 0.1], [-0.1, 0.0, -0.1], [0.4, -0.1, 0.0], [-1.0, -0.3, 0.1], [0.2, 0.3, 0.7], [0.0, 0.1, -0.1], [0.0, 0.0, 0.0], [0.0, 0.0, 0.0], [0.0, 0.0, -0.1], [-0.1, 0.0, -0.1], [0.0, -0.1, 0.0], [0.0, 0.0, 0.0], [-0.1, 0.2, 0.0], [0.0, 0.0, 0.0], [0.0, -0.1, 0.0], [0.0, 0.0, 0.0], [0.0, 0.0, 0.0], [0.0, 0.0, 0.0], [0.0, 0.0, 0.0], [0.1, 0.0, 0.1], [0.1, 0.0, 0.2], [0.0, 0.0, 0.0], [0.0, 0.1, -0.1], [0.0, 0.0, 0.1], [0.0, 0.1, 0.1], [0.1, -0.2, -0.1], [0.0, 0.0, 0.0], [0.0, 0.0, 0.0], [0.0, 0.0, 0.0], [0.0, 0.0, 0.0], [0.1, -0.1, -0.1], [-0.4, 0.2, 0.1], [0.2, 0.0, 0.2], [0.1, 0.1, 0.0], [0.2, -0.6, -0.1], [-0.5, 1.4, -0.2], [0.1, -0.4, 0.0], [0.6, -0.7, 0.4], [0.1, 0.2, 0.5], [0.3, -0.4, 0.0], [-0.2, 0.0, -0.2], [0.0, 0.0, 0.0], [0.1, -0.1, 0.1], [-0.1, 0.1, -0.1], [0.2, 0.0, 0.3], [-0.1, 0.2, -0.1], [0.1, -0.4, -0.1], [-0.2, 0.0, -0.2], [0.0, -0.1, 0.0], [0.3, -0.2, -0.1], [0.0, 0.0, 0.0], [0.3, 0.3, 0.2], [0.0, -0.1, -0.1], [0.0, 0.0, 0.0], [0.0, 0.0, 0.0], [0.0, 0.0, 0.0], [0.1, -0.1, 0.0], [0.1, 0.0, 0.0], [0.0, 0.1, -0.1], [-0.1, 0.0, 0.0], [0.0, -0.1, 0.0], [0.0, 0.0, 0.0], [0.0, 0.0, 0.0], [-0.1, 0.0, 0.0], [-0.1, 0.1, 0.0], [0.0, 0.0, 0.0], [0.0, 0.0, 0.0], [-0.1, -0.1, 0.0], [-0.1, -0.1, -0.1], [0.0, 0.0, 0.0], [0.0, 0.1, 0.0]],
  "mulliken_charge": [1.451, -1.314, 0.472, -1.129, -0.929, -0.723, -0.061, -0.189, 0.106, -0.695, -0.920, -0.715, -0.466, 0.643, -0.179, -1.106, -0.088, -1.232, 0.168, -0.437, 0.909, -0.823, -0.832, -0.711, -0.670, 0.042, -0.357, 0.462, 0.406, 0.349, 0.398, 0.653, 0.381, 0.400, 0.803, 0.026, 0.612, 0.531, 0.498, 0.540, 0.591, 0.393, 0.520, 0.642, -0.043, 0.484, 0.649, 0.610, 0.494, 0.477, 0.509, 0.530, -1.003, -1.092, 0.275, -0.354, -0.017, -0.436, -0.535, 0.483, 0.939, 0.249, 1.271, -0.664, 0.112, -0.330, -0.980, -0.745, -0.392, 0.135, -0.624, -0.942, -0.082, -0.729, -0.729, 0.414, 0.352, 0.309, 0.468, 0.548, 0.679, 0.551, 0.663, 0.517, 0.384, 0.426, 0.402, 0.387, 0.370, 0.410, 0.395, 0.441, 0.346],
  "gap_ev": 5.871,
  "max_force_ev_per_a": 2.1,
  "charge": 4,
  "e_tot_ha": -2306.18532,
  "homo_ev": -17.957
}



Number 1: lowest unoccupied orbital energy 3.7 eV. Number 2: lowest unoccupied orbital energy -12.1 eV.